No. 1
{"formula": "CHAuF3O2S", "method": "ωB97M-V/def2-TZVPD", "total_charge": 1, "gap_ha": [0.3265, 0.3018], "spin_multiplicity": 3, "e_homo_ev": [-15.527, -15.813], "s2": 2.006, "e_lumo_ev": [-6.6, -7.6], "total_energy_ev": -27810.590, "largest_force_ev_per_a": 13.78, "species": ["S", "O", "O", "Au", "C", "F", "F", "H", "F"], "xyz": [[0.48, 1.05, -0.92], [1.22, 1.75, 0.28], [1.58, -0.06, -1.24], [2.61, 0.57, 0.10], [-0.71, -0.13, 0.00], [-1.75, -0.37, -0.82], [-1.16, 0.40, 1.14], [-0.12, -1.04, 0.19], [-2.16, -2.18, 1.27]], "nbo_charge": [1.4070, -0.8502, -0.8557, 1.2703, 0.4169, -0.2881, -0.2808, 0.1786, 0.0020]}

---

No. 2
{"formula": "CH3IO2P", "method": "ωB97M-V/def2-TZVPD", "total_charge": -1, "gap_ha": [0.2547, 0.2546], "e_homo_ev": [-3.889, -3.888], "e_lumo_ev": [3.0, 3.0], "total_energy_ev": -22572.321, "largest_force_ev_per_a": 4.04, "species": ["C", "O", "O", "P", "I", "H", "H", "H"], "xyz": [[-1.20, -0.23, -0.67], [1.41, -1.33, 0.99], [0.61, 0.85, 2.02], [0.91, 0.02, 0.82], [2.20, 1.35, -0.78], [-1.81, 0.16, 0.10], [-1.04, 0.50, -1.47], [-1.07, -1.31, -1.01]], "nbo_charge": [-0.9015, -1.1357, -1.1331, 1.9252, -0.3371, 0.1943, 0.1816, 0.2063]}

---

No. 3
{"formula": "C8H29N14O10", "method": "ωB97M-V/def2-TZVPD", "total_charge": -1, "gap_ha": 0.3388, "e_homo_ev": -6.966, "e_lumo_ev": 2.3, "total_energy_ev": -50109.577, "largest_force_ev_per_a": 8.78, "species": ["O", "C", "O", "O", "H", "C", "O", "N", "N", "H", "H", "H", "H", "C", "O", "N", "N", "H", "H", "H", "H", "C", "O", "N", "N", "H", "H", "H", "H", "C", "O", "N", "N", "H", "H", "H", "H", "C", "O", "N", "N", "H", "H", "H", "H", "C", "O", "N", "N", "H", "H", "H", "H", "C", "O", "N", "N", "H", "H", "H", "H"], "xyz": [[1.33, -1.47, -0.83], [0.80, -0.36, -0.39], [1.26, 0.78, -0.52], [-0.38, -0.36, -0.03], [0.63, -2.01, -0.45], [2.08, 4.29, -1.43], [2.35, 3.90, -2.55], [1.95, 3.55, -0.41], [1.86, 5.60, -1.24], [1.76, 2.56, -0.51], [1.90, 4.08, 0.44], [1.63, 6.19, -2.03], [1.66, 5.97, -0.32], [-2.72, -2.40, 3.32], [-3.03, -1.35, 3.85], [-3.32, -3.56, 3.39], [-1.63, -2.46, 2.55], [-4.06, -3.59, 4.07], [-3.18, -4.41, 2.86], [-1.25, -1.68, 2.02], [-1.51, -3.36, 2.11], [1.63, -2.57, 3.09], [1.33, -3.66, 3.52], [1.23, -1.43, 3.57], [2.39, -2.24, 2.13], [1.66, -0.53, 3.41], [0.62, -1.51, 4.37], [2.88, -1.37, 2.24], [2.71, -2.89, 1.43], [-0.86, 1.47, 3.19], [-0.81, 1.71, 4.32], [-1.85, 0.99, 2.53], [0.16, 1.51, 2.41], [-2.51, 0.53, 3.14], [-1.56, 0.65, 1.62], [1.03, 1.76, 2.88], [0.17, 1.34, 1.41], [-1.82, 1.92, -2.46], [-2.51, 2.44, -3.28], [-2.28, 1.19, -1.52], [-0.55, 1.76, -2.52], [-1.65, 0.74, -0.87], [-3.27, 1.01, -1.48], [0.05, 1.30, -1.85], [-0.34, 1.83, -3.51], [2.86, 0.57, -4.55], [3.07, -0.16, -5.50], [2.61, 0.19, -3.30], [2.67, 1.86, -4.77], [2.37, 0.84, -2.57], [2.54, -0.81, -3.18], [2.80, 2.25, -5.70], [2.74, 2.54, -4.03], [-2.24, -3.25, -1.15], [-3.00, -4.10, -1.53], [-2.16, -2.14, -1.75], [-1.44, -3.37, -0.17], [-1.58, -1.39, -1.42], [-2.78, -2.02, -2.54], [-1.49, -4.28, 0.26], [-0.98, -2.55, 0.20]], "nbo_charge": [-0.6612, 0.9688, -0.8204, -0.8666, 0.4886, 0.7669, -0.7225, -0.8151, -0.8455, 0.4574, 0.3736, 0.4080, 0.3688, 0.7677, -0.6868, -0.8301, -0.8227, 0.3991, 0.4024, 0.4115, 0.3607, 0.7406, -0.6704, -0.8267, -0.8189, 0.3860, 0.4039, 0.3857, 0.3985, 0.7457, -0.6807, -0.8416, -0.8579, 0.4320, 0.3910, 0.3745, 0.4170, 0.7451, -0.6964, -0.8449, -0.8575, 0.4064, 0.3893, 0.4130, 0.4047, 0.7577, -0.6984, -0.8516, -0.8531, 0.4187, 0.4045, 0.3890, 0.4179, 0.7334, -0.7083, -0.8192, -0.8394, 0.4081, 0.4075, 0.3995, 0.3928]}

---

No. 4
{"formula": "C26H46NdO2P2", "method": "ωB97M-V/def2-TZVPD", "total_charge": 1, "gap_ha": [0.2711, 0.2773], "spin_multiplicity": 4, "e_homo_ev": [-10.311, -10.325], "s2": 3.755, "e_lumo_ev": [-2.9, -2.8], "total_energy_ev": -65651.761, "largest_force_ev_per_a": 1.91, "species": ["Nd", "C", "C", "C", "C", "C", "C", "H", "H", "H", "C", "H", "H", "H", "C", "H", "H", "H", "C", "H", "H", "H", "C", "H", "H", "H", "C", "C", "C", "C", "C", "C", "C", "C", "H", "H", "H", "H", "H", "H", "H", "H", "H", "H", "H", "H", "P", "P", "C", "C", "H", "H", "H", "H", "C", "H", "H", "H", "C", "H", "H", "H", "C", "H", "H", "H", "C", "H", "H", "H", "C", "O", "C", "O", "H", "H", "H"], "xyz": [[0.66, 0.07, 2.16], [2.13, 2.08, 2.89], [0.88, 2.73, 2.67], [0.62, 1.28, 4.44], [1.97, 1.19, 4.01], [-0.05, 2.23, 3.62], [3.35, 2.18, 2.04], [3.14, 2.67, 1.08], [3.77, 1.19, 1.82], [4.16, 2.76, 2.52], [2.98, 0.21, 4.49], [3.83, 0.12, 3.80], [2.58, -0.81, 4.59], [3.37, 0.49, 5.48], [-0.03, 0.44, 5.49], [0.30, 0.71, 6.50], [0.18, -0.64, 5.37], [-1.12, 0.53, 5.46], [-1.49, 2.59, 3.69], [-1.72, 3.31, 4.49], [-2.11, 1.70, 3.90], [-1.85, 3.03, 2.76], [0.56, 3.66, 1.56], [0.58, 4.73, 1.86], [-0.46, 3.48, 1.18], [1.26, 3.57, 0.72], [0.73, -1.37, -5.14], [1.16, -0.11, -5.27], [0.50, 1.01, -6.03], [-1.03, 0.92, -6.17], [-1.77, 0.74, -4.87], [-2.06, -0.41, -4.25], [-1.75, -1.81, -4.71], [-0.55, -1.95, -5.66], [0.91, 1.09, -7.06], [-1.29, 0.14, -6.89], [0.77, 1.95, -5.54], [-0.81, -1.55, -6.65], [1.40, -2.12, -4.69], [2.17, 0.15, -4.93], [-0.39, -3.03, -5.82], [-1.59, -2.43, -3.81], [-2.69, -0.39, -3.36], [-2.63, -2.26, -5.22], [-1.38, 1.87, -6.61], [-2.17, 1.68, -4.47], [0.96, -0.17, -0.67], [-1.94, -0.29, 1.01], [-0.52, -0.98, -1.43], [-1.63, -1.41, -0.44], [-0.14, -1.87, -1.97], [-0.91, -0.30, -2.19], [-2.60, -1.54, -0.95], [-1.37, -2.39, 0.01], [-3.04, -1.19, 2.15], [-3.40, -0.50, 2.92], [-2.50, -2.00, 2.66], [-3.89, -1.59, 1.57], [-3.08, 0.93, 0.33], [-3.86, 0.41, -0.25], [-2.54, 1.65, -0.30], [-3.53, 1.49, 1.16], [2.30, -1.42, -0.84], [3.22, -1.01, -0.40], [2.48, -1.64, -1.92], [2.04, -2.32, -0.26], [1.55, 1.10, -1.82], [0.92, 2.00, -1.72], [1.57, 0.75, -2.87], [2.56, 1.39, -1.49], [0.03, -4.33, 4.24], [-0.21, -3.05, 3.63], [0.67, -2.42, 2.86], [1.63, -2.97, 2.31], [0.92, -4.31, 4.87], [0.10, -5.14, 3.50], [-0.85, -4.50, 4.86]], "lowdin_charge": [1.5783, -0.3462, -0.3124, -0.3439, -0.3596, -0.3146, -0.0402, 0.0693, 0.0740, 0.1035, -0.0303, 0.0812, 0.0777, 0.1055, -0.0283, 0.1028, 0.0743, 0.0774, -0.0436, 0.1030, 0.0649, 0.0693, -0.0386, 0.1021, 0.0696, 0.0678, -0.1073, -0.1346, -0.1806, -0.1982, -0.0965, -0.1460, -0.1821, -0.1936, 0.1242, 0.0995, 0.1099, 0.0999, 0.1044, 0.0996, 0.1169, 0.0992, 0.0925, 0.1248, 0.1159, 0.1073, 0.7582, 0.7346, -0.3932, -0.3809, 0.0886, 0.0511, 0.0870, 0.0888, -0.2516, 0.0500, 0.0351, 0.0665, -0.2635, 0.0621, 0.0462, 0.0487, -0.2552, 0.0501, 0.0594, 0.0385, -0.2571, 0.0455, 0.0286, 0.0526, -0.0491, -0.1692, -0.5920, -0.0680, 0.0943, 0.0878, 0.0879]}

---

No. 5
{"formula": "C16H9Cl4N2O2ReSe", "method": "ωB97M-V/def2-TZVPD", "total_charge": 1, "gap_ha": [0.2379, 0.2424], "spin_multiplicity": 2, "e_homo_ev": [-11.690, -11.681], "s2": 0.756, "e_lumo_ev": [-5.2, -5.1], "total_energy_ev": -141371.619, "largest_force_ev_per_a": 1.17, "species": ["Re", "Cl", "C", "C", "Cl", "C", "Cl", "C", "O", "C", "O", "C", "Cl", "C", "C", "C", "N", "C", "C", "H", "H", "H", "H", "H", "Se", "C", "C", "C", "N", "C", "C", "H", "H", "H", "H"], "xyz": [[0.18, 1.00, -0.31], [-6.11, -0.07, -2.51], [-4.44, 0.29, -2.43], [-3.70, 0.45, -3.62], [-4.48, 0.29, -5.14], [-2.33, 0.71, -3.58], [-1.36, 0.85, -4.99], [-1.74, 0.81, -2.34], [-0.40, 0.93, -2.09], [-2.47, 0.72, -1.18], [-1.68, 0.87, -0.08], [-3.82, 0.42, -1.19], [-4.66, 0.24, 0.29], [3.45, -2.46, -1.18], [3.24, -1.96, 0.10], [2.32, -0.95, 0.26], [1.63, -0.43, -0.78], [1.85, -0.91, -2.02], [2.75, -1.93, -2.25], [4.16, -3.26, -1.34], [3.77, -2.35, 0.95], [2.11, -0.54, 1.24], [1.27, -0.44, -2.80], [2.89, -2.29, -3.26], [1.19, 2.56, 1.16], [0.84, 1.50, 2.73], [-0.14, 0.51, 2.78], [-0.28, -0.21, 3.96], [0.46, 0.00, 5.04], [1.38, 0.96, 4.98], [1.61, 1.74, 3.86], [-0.81, 0.31, 1.95], [-1.04, -0.98, 4.03], [1.97, 1.12, 5.88], [2.38, 2.50, 3.87]], "nbo_charge": [1.3707, 0.0972, -0.0789, -0.0717, 0.0976, -0.1132, 0.0825, 0.2616, -0.6310, 0.1851, -0.5970, -0.0791, 0.0900, -0.0948, -0.2191, 0.0602, -0.5208, 0.0789, -0.2294, 0.2483, 0.2535, 0.2289, 0.2490, 0.2556, 0.1972, -0.1791, -0.3197, 0.0657, -0.3807, 0.0699, -0.2777, 0.2300, 0.2140, 0.2154, 0.2408]}